# 1
# C5H14

A cluster of 2 separate species, C5H14 in total at a distorted geometry (ωB97M-V/def2-TZVPD, OMol25).

```
! wB97M-V def2-TZVPD RIJCOSX def2/J DEFGRID3
* xyz 0 1
H 0.193 -2.758 0.626
H 1.591 -3.456 -0.250
H -0.632 3.077 -1.283
H 1.717 -2.283 1.115
H -1.617 0.236 1.884
H 1.684 -0.549 -0.360
C 1.185 -2.566 0.221
H -0.212 2.518 1.145
H 1.619 -1.569 -1.740
C -0.921 1.893 0.609
C -0.961 0.433 1.029
H 0.141 -1.079 -1.057
H -1.294 1.475 -1.555
H -1.900 2.342 0.808
H -0.021 0.069 1.447
H -1.346 -0.160 0.208
C 1.139 -1.400 -0.771
C -0.678 2.065 -0.871
H 0.314 1.712 -1.205
*
```

## Properties
structure (SMILES)	CCC.CC

# 2
# C2H8NO

A cluster of 2 separate species, C2H8NO in total at a distorted geometry (ωB97M-V/def2-TZVPD, OMol25).

```
! wB97M-V def2-TZVPD RIJCOSX def2/J DEFGRID3
* xyz 1 1
H 0.391 1.774 0.665
H -1.328 -1.552 -0.714
H 0.429 2.024 -1.125
C -1.306 -0.474 -0.770
H 1.291 -2.456 1.206
N -0.237 0.160 -0.516
H -1.096 2.047 -0.199
O 1.509 -1.527 1.126
H 2.024 -1.348 1.925
H -2.192 0.136 -0.913
C -0.108 1.597 -0.280
H 0.621 -0.380 -0.405
*
```

# 3
# C2H2O2Yb

A structure of composition C2H2O2Yb at a distorted geometry (ωB97M-V/def2-TZVPD, OMol25).

```
! wB97M-V def2-TZVPD RIJCOSX def2/J DEFGRID3
* xyz 0 1
C 0.470 0.417 0.500
O -0.664 0.621 1.216
C 0.463 -0.382 -0.605
H 1.420 0.727 0.955
O -0.709 -0.855 -1.091
H 1.249 -0.025 -1.320
Yb -2.229 -0.504 0.343
*
```

# 4
# C9H21ClGaIO3P2

A structure of composition C9H21ClGaIO3P2 at a distorted geometry (ωB97M-V/def2-TZVPD, OMol25).

```
! wB97M-V def2-TZVPD RIJCOSX def2/J DEFGRID3
* xyz 2 1
C -2.298 2.666 0.820
I -2.508 -2.910 -2.880
C -2.435 0.275 2.503
C -3.521 0.199 -0.217
H -3.277 -4.955 -5.297
P -2.165 0.860 0.794
C 3.296 0.973 2.356
H 3.042 1.874 1.782
C -3.203 -2.847 -4.906
H -4.808 -4.255 -4.718
H -4.482 0.509 0.219
C 2.971 -1.967 2.423
O -2.979 -1.860 -5.559
H -4.266 -3.938 -6.406
H 4.387 0.897 2.430
H -1.518 3.090 1.468
H 2.552 -1.893 3.436
H -3.437 0.591 -1.239
H -2.173 3.067 -0.195
H -2.348 -0.821 2.527
H 2.844 -1.454 -0.638
H 3.061 0.334 -0.696
H 4.364 -0.705 -0.070
H -3.453 -0.894 -0.259
H -3.436 0.585 2.843
Cl -0.783 -2.371 -0.037
H 2.524 -2.815 1.886
Ga -0.265 -0.274 0.154
O 1.093 -0.292 1.534
P 2.635 -0.461 1.543
H 2.874 1.043 3.368
H 4.051 -2.127 2.503
H -3.289 2.961 1.206
C 0.416 1.620 -0.575
C 3.273 -0.580 -0.124
C -3.941 -4.085 -5.365
H -1.667 0.707 3.162
O 1.012 2.616 -0.570
*
```

# 5
# C26H63BBrNO9

A cluster of 5 separate species, C26H63BBrNO9 in total (ωB97M-V/def2-TZVPD, OMol25).

```
! wB97M-V def2-TZVPD RIJCOSX def2/J DEFGRID3
* xyz 0 1
C -1.742 2.867 -1.524
H -2.972 3.861 6.074
H 4.455 -2.707 -3.083
C -0.466 3.873 -3.295
H 1.685 -1.431 5.850
H 4.031 -3.618 -7.980
H 1.664 -2.697 -8.047
C 3.081 -1.808 4.274
H -0.048 0.964 0.800
H 0.494 2.389 3.208
H 0.756 -2.991 -3.319
O -0.661 3.701 -1.904
H -6.718 4.122 6.362
C 1.244 -0.049 4.326
H -1.910 -2.444 -0.124
Br 2.135 1.242 5.556
H 0.070 5.454 3.566
H -3.696 2.470 4.148
H 3.370 -1.533 0.603
C -0.567 2.539 3.440
H 3.368 -6.422 -7.971
H -3.944 1.618 5.683
C -4.266 2.468 5.080
H -1.403 4.642 -5.072
H 3.477 -3.201 -0.862
H -1.283 3.473 1.683
C 0.663 -3.698 -2.487
O -1.316 1.443 2.910
C 2.078 -5.135 -6.816
C 2.451 -2.243 -7.444
N 0.481 0.277 1.324
H 3.534 -2.449 5.037
H 1.077 -0.260 0.705
C -5.697 5.048 4.674
H -1.665 1.387 -3.126
C -1.038 3.790 2.703
H 0.093 -1.536 2.351
H 2.876 -2.855 -3.848
H -1.879 -0.332 3.675
H -0.710 0.984 -1.696
H 4.306 -2.740 -6.486
H 2.878 -1.422 -8.021
H -5.318 2.319 4.830
H 0.400 4.530 -3.379
H 1.880 -5.886 -6.050
C -0.951 0.144 3.335
H 1.629 0.259 3.353
H -2.537 3.864 -3.972
H -0.705 2.632 4.521
O -1.879 -2.345 0.827
C -1.648 4.494 -4.019
H -1.899 5.461 -3.580
C 3.149 -2.571 2.947
H 0.039 -5.318 -3.755
C -6.714 5.059 5.803
H 3.175 -1.541 -2.702
C 1.671 -1.447 4.756
H -7.717 5.206 5.398
H -5.939 4.263 3.949
C 0.797 -5.123 -2.994
H 5.091 -1.091 0.752
C -1.641 1.442 -2.036
O 4.344 -2.272 2.240
C 2.939 -3.477 -1.769
H 2.279 -2.374 2.304
C -0.424 -0.607 2.100
O -2.470 -0.032 0.658
B -1.645 -1.011 1.161
C 4.162 -1.232 1.304
H -3.361 -0.365 0.530
O -4.354 4.931 5.105
H -2.698 3.315 -1.821
H -0.332 -3.555 -2.060
H -2.474 0.858 -1.651
H -5.738 5.996 4.137
H -4.567 3.749 6.797
H -0.179 5.577 1.824
H -1.726 2.861 -0.433
O -0.123 0.182 4.477
H 1.020 4.438 2.451
C 3.538 -3.239 -7.078
H 2.664 -5.107 -8.914
H 3.193 -4.522 -1.975
C 3.383 -2.591 -2.918
H 1.661 -6.476 -8.444
H -6.500 5.868 6.503
C -4.033 3.763 5.840
H 1.150 -4.566 -6.948
H 3.878 -0.280 1.772
H 0.913 -2.188 4.479
H -0.188 2.922 -3.765
H 3.701 -0.907 4.241
C 2.469 -5.821 -8.113
O 1.561 -3.361 -1.444
H -1.964 4.173 3.144
O 3.092 -4.311 -6.266
C 0.037 4.880 2.636
H 1.990 -1.833 -6.543
H 0.663 -5.835 -2.177
H 1.773 -5.305 -3.445
H 3.197 -3.643 3.151
*
```

## Properties
structure (SMILES)	CCCO[C@H](O[C@@H](Br)CCCOC)[C@H](N)B(O)O.CCOCC.CCOCC.CCOCC.CCOCC

# 6
# C28H72AsF12N7O15

A structure of composition C28H72AsF12N7O15 at a distorted geometry (ωB97M-V/def2-TZVPD, OMol25).

```
! wB97M-V def2-TZVPD RIJCOSX def2/J DEFGRID3
* xyz 0 1
H 6.253 8.477 -0.904
C -1.265 -8.855 7.343
H -7.079 2.455 -0.209
O -6.983 -2.210 5.019
H -4.860 6.585 -2.168
O 1.471 -2.040 -7.703
H -5.951 -0.385 5.054
C 5.910 -5.064 -1.695
O 4.510 8.276 -2.106
C 0.081 -7.008 6.778
H -6.208 6.343 -2.964
F -1.837 -0.268 -1.108
H 9.781 -3.722 -5.298
H 3.942 7.351 -5.112
H -5.380 5.053 -2.622
H -6.918 -2.876 7.784
H 9.651 -5.440 -5.169
H 3.186 -2.608 -8.535
H 0.715 -6.167 4.818
F -1.894 1.757 0.526
C -4.998 -2.279 8.730
H -1.569 -6.022 4.428
O -5.686 -1.500 6.672
H 5.576 -5.274 -5.023
H 5.648 -3.644 -3.308
H 0.990 3.499 5.837
F 5.585 2.811 7.100
C -6.301 -1.986 7.908
H -6.830 -1.231 8.489
H 1.068 -7.353 7.086
H 3.149 4.389 -4.400
H 4.913 -5.161 -1.264
N -1.149 -5.377 5.082
O 3.743 5.091 7.642
C -6.077 7.070 0.056
C 5.521 9.030 -1.494
H -0.401 -1.990 -6.377
H -1.268 -1.019 -7.351
O -1.780 4.892 -7.449
H 5.007 9.618 -0.733
H -5.374 5.105 -0.469
H -5.059 7.434 -0.085
H 6.338 -6.049 -1.511
H 6.543 -4.431 -1.073
H -2.088 -8.410 7.902
H 4.271 4.077 -3.107
F -7.108 0.832 7.075
H 4.341 -5.458 -3.968
O -0.677 -5.689 -2.539
F -0.169 -0.141 0.869
F 3.922 1.479 7.508
O -1.149 -6.850 -0.808
H -1.714 -3.130 -10.222
H -4.376 -1.425 8.997
C 6.146 -4.603 -3.166
H 6.017 9.710 -2.187
H -2.138 -1.554 -9.657
H -0.553 -9.209 8.088
H -0.733 -3.654 -7.785
H 8.182 -3.786 -2.986
N -2.496 3.895 -7.692
C -7.577 5.071 -0.801
H -5.927 3.235 -1.326
C -0.210 2.913 7.433
H 5.824 7.096 -3.278
H 5.551 -6.534 -4.109
H -6.779 7.796 -0.352
H 8.124 -5.519 -3.373
F -8.612 -0.636 6.815
C 4.957 6.992 -2.625
N 5.341 -5.547 -4.079
H 3.429 3.691 6.197
C -7.640 -0.021 6.179
H 5.251 6.383 -1.770
O -3.284 3.473 -6.864
H -0.929 2.621 6.668
C -1.989 -2.581 -9.322
N 3.251 7.038 -4.446
C 2.803 -1.713 -8.044
F -8.209 0.776 5.284
H -6.354 6.763 1.065
C -6.949 2.875 -1.206
C 3.792 6.209 -3.287
O -7.771 3.934 -1.567
H -1.580 -9.805 6.909
C 4.414 2.674 7.744
H -0.476 3.867 7.889
H 2.896 -0.779 -8.598
H -8.206 5.833 -1.261
F 0.612 2.065 0.169
C 0.201 -5.826 5.717
O -0.665 -8.126 6.357
H 1.333 1.869 6.490
C -0.868 -2.701 -8.297
C 7.662 -4.551 -3.563
H 1.852 -4.808 6.762
H -1.822 -5.097 5.781
C 3.438 3.782 7.284
H 4.847 4.844 -4.601
H 1.009 -2.974 -9.526
H 0.330 -4.232 7.120
C 1.154 2.914 6.742
N -5.641 5.946 -2.229
O -2.397 3.314 -8.738
H 3.080 7.954 -4.056
H -4.320 -2.954 8.208
H 9.137 -4.581 -6.577
O 2.033 3.620 7.651
F 4.585 2.766 9.124
H 2.340 6.703 -4.724
F -1.012 2.080 -1.816
H 3.475 -1.502 -7.213
As -0.613 0.943 -0.492
H -2.030 -2.232 -6.550
N -1.530 -6.166 -1.758
O -2.642 -5.866 -1.831
N -1.178 -1.970 -7.023
H -2.904 -3.016 -8.920
C -6.170 5.790 -0.761
H 0.558 -1.378 -9.516
H -0.994 -4.589 4.470
C 0.901 -4.605 6.269
H 2.848 6.206 -2.742
C 9.103 -4.554 -5.488
F 0.629 0.180 -1.548
H 1.047 -3.839 5.507
H -0.186 -6.507 7.709
H -7.036 2.030 -1.890
C -6.585 -1.034 5.658
H -5.262 -2.806 9.647
H -0.244 2.252 8.299
C 0.567 -2.242 -8.851
C 4.023 4.794 -3.890
H -7.983 5.067 0.211
O 7.786 -4.435 -4.995
*
```

Listing frontier orbital gap for the structures above in their given order: 12.1526 11.0807 4.7785 5.6995 9.1941 1.6883 eV.